# 1
Formula: C4H8O2
Source: OMol25
Level of theory: ωB97M-V/def2-TZVPD

Structure (XYZ):
```
14
Properties=species:S:1:pos:R:3:forces:R:3
C 1.42239 0.64489 0.18837 0.0 0.0 0.0
C 0.76337 -0.66200 -0.16663 0.2 0.1 -0.2
O 0.12310 -1.30324 0.98396 -0.1 -0.1 0.0
C -1.12923 -1.16973 0.57134 0.2 -0.3 -0.2
C -0.64913 -0.60206 -0.79194 0.1 -0.3 -0.1
O -1.12512 0.55957 -1.39138 -0.1 0.1 0.2
H 0.73324 1.31512 0.71481 0.1 -0.1 -0.1
H 2.29411 0.47874 0.82735 -0.1 0.0 -0.1
H 1.75218 1.14074 -0.73039 0.0 -0.1 0.1
H 1.46920 -1.36678 -0.61689 0.0 0.1 0.0
H -1.69111 0.93399 1.30019 -0.1 0.2 0.2
H -1.90819 0.19923 1.34657 -0.1 0.5 0.1
H -0.80237 -1.40728 -1.51891 0.1 0.0 0.0
H -1.25244 1.23883 -0.71646 0.0 -0.1 -0.1
```
Forces are in eV/Å.

Computed properties:
- E_LUMO: 0.70 eV
- HOMO: -8.6 eV
- Gap between HOMO and LUMO: 9.3 eV
- Molar mass: 88.1 u
- DFT total energy: -8367.9398 eV
- Energy above the lowest of the compared OMol25 structures with the same formula, charge and spin: 123.19 kcal/mol

# 2
Formula: C22H28N
Source: OMol25
Level of theory: ωB97M-V/def2-TZVPD

Structure (XYZ):
```
51
Properties=species:S:1:pos:R:3:forces:R:3
C 0.77901 -0.82438 -0.92130 -0.4 -0.2 -1.8
C 2.05674 -1.45509 -1.09409 0.7 -0.7 0.3
C 3.23200 -0.67258 -1.23136 -0.4 -0.2 0.1
C 4.45300 -1.26656 -1.53136 0.0 -0.1 0.0
C 4.54599 -2.65808 -1.69429 -0.5 0.3 0.1
C 3.40439 -3.45696 -1.51782 -0.1 0.1 0.1
C 2.18184 -2.87491 -1.19450 0.2 0.4 -0.2
C -0.40471 -1.47393 -1.27145 -0.1 -0.2 0.2
C -1.63837 -0.83575 -1.25059 0.6 -0.1 0.0
C -2.88326 -1.49535 -1.47581 -0.9 -0.5 -0.3
C -4.08176 -0.74147 -1.61856 0.4 -0.2 0.1
C -5.30568 -1.37462 -1.79475 0.0 -0.2 0.0
C -5.37679 -2.77786 -1.84414 0.4 0.4 0.1
C -4.20387 -3.53972 -1.73561 0.2 0.1 0.0
C -2.97346 -2.91668 -1.55261 -0.2 0.3 0.0
H 0.72915 0.24234 -0.71340 0.1 -0.3 0.1
H 3.14096 0.41228 -1.13493 0.2 -0.3 -0.1
H 5.33832 -0.64022 -1.65225 -0.3 -0.2 0.0
H 5.50076 -3.11662 -1.95347 -0.3 0.1 0.1
H 3.47303 -4.54059 -1.63827 0.0 0.4 0.1
H 1.30433 -3.50476 -1.02467 0.4 0.2 -0.1
H -0.35563 -2.50904 -1.62835 -0.1 0.5 0.3
H -1.65150 0.24093 -1.06339 0.0 -0.2 0.1
H -4.01064 0.34846 -1.58969 -0.1 -0.3 0.0
H -6.21361 -0.77797 -1.89374 0.3 -0.2 0.0
H -6.34045 -3.27378 -1.96449 0.3 0.2 0.0
H -4.24852 -4.62893 -1.78904 0.0 0.4 0.0
H -2.06751 -3.51713 -1.45397 -0.4 0.1 0.0
C -0.37451 4.54463 1.77637 -0.1 0.1 0.0
C 0.67477 3.52637 1.33948 0.2 -0.2 0.3
C 1.04650 3.74934 -0.12364 0.1 0.1 0.0
C 0.17909 2.09960 1.61077 -0.6 0.1 -0.3
C -0.14153 1.79930 3.08833 0.2 0.1 0.1
C 0.39832 0.38627 3.36132 -0.2 -0.2 -0.1
C 1.34749 0.06147 2.19785 0.5 -0.2 0.1
N 1.06107 1.02410 1.13962 0.4 0.6 0.2
H -1.32000 4.37689 1.24219 0.1 0.0 0.1
H -0.57195 4.49277 2.85257 0.0 0.0 -0.2
H -0.03496 5.56111 1.54634 -0.1 -0.2 0.1
H 1.57483 3.66770 1.96361 -0.1 0.0 -0.2
H 0.21597 3.48748 -0.79353 0.1 0.0 0.1
H 1.28789 4.80689 -0.28209 0.0 -0.2 -0.1
H 1.93179 3.17386 -0.41719 -0.1 0.0 -0.1
H -0.75715 1.97993 1.04055 -0.1 0.2 0.0
H 0.34766 2.52609 3.75134 -0.1 -0.1 -0.2
H -1.22072 1.86525 3.26371 0.3 0.0 0.1
H 0.92475 0.33072 4.31882 -0.2 -0.1 -0.2
H -0.42365 -0.33741 3.37120 0.1 0.1 0.1
H 2.40334 0.09801 2.52456 -0.4 0.0 -0.1
H 1.16832 -0.93841 1.79068 0.1 -0.2 0.3
H 1.89889 1.34700 0.66504 -0.1 0.2 0.4
```
Forces are in eV/Å.

Computed properties:
- Charge: +1
- E_LUMO: -5.45 eV
- HOMO: -11.3 eV
- Gap between HOMO and LUMO: 5.8 eV
- Molar mass: 306.5 u
- DFT total energy: -24751.0321 eV
- Energy above the lowest of the compared OMol25 structures with the same formula, charge and spin: 31.25 kcal/mol

# 3
Formula: H4OS
Source: OMol25
Level of theory: ωB97M-V/def2-TZVPD

Structure (XYZ):
```
6
Properties=species:S:1:pos:R:3:forces:R:3
O 2.08879 0.49419 0.95648 -0.8 0.0 0.9
H 1.12457 0.66711 0.86354 1.0 -0.2 0.1
H 2.21053 0.27278 1.90750 -0.2 0.2 -1.0
S -1.48130 0.02854 -1.08815 -0.1 -0.2 -0.1
H -1.23982 -1.03193 -1.88112 0.0 0.2 0.1
H -2.70276 -0.43070 -0.75824 0.2 0.1 0.0
```
Forces are in eV/Å.

Computed properties:
- E_LUMO: 0.80 eV
- HOMO: -10.0 eV
- Gap between HOMO and LUMO: 10.8 eV
- Molar mass: 52.1 u
- DFT total energy: -12947.4016 eV
- Energy above the lowest of the compared OMol25 structures with the same formula, charge and spin: 1.78 kcal/mol